Record 1
Below is a structure of composition C10H24Cl2F6NO16S2Zr, with properties calculated with wB97M-V/def2-TZVPD.

```
! wB97M-V def2-TZVPD RIJCOSX def2/J DEFGRID3
* xyz 1 1
Zr -24.2556 -9.8837 29.9543
Cl -24.7837 -8.1010 33.5900
O -24.5895 -8.5402 32.1984
O -26.2035 -7.9831 33.7999
O -24.2305 -9.0893 34.4619
O -24.1271 -6.8436 33.7357
Cl -22.4691 -8.6144 26.7390
O -22.0524 -9.7204 25.9471
O -23.3303 -9.1272 27.8420
O -21.3722 -7.9602 27.3761
O -23.2864 -7.7324 25.9693
C -22.8946 -13.5674 31.8757
F -24.1089 -13.4136 32.3846
F -22.0691 -13.9777 32.7967
F -22.9540 -14.3693 30.8453
S -22.3344 -11.8089 31.3438
O -23.3409 -10.8258 31.8055
O -20.9853 -11.5656 31.6499
N -22.9267 -11.4745 29.7226
S -21.6932 -12.1970 28.8735
O -20.9119 -11.1388 28.3303
O -20.9698 -13.2237 29.5527
C -22.5014 -13.0628 27.4198
F -23.5348 -12.3407 26.9987
F -21.5969 -13.2579 26.5016
F -22.9444 -14.2497 27.8424
C -26.5236 -6.1809 30.5877
C -26.6755 -7.6529 30.2373
O -25.4621 -8.1158 29.5036
H -25.8943 -6.0480 31.4632
H -27.5360 -5.8022 30.7408
H -26.1846 -5.5806 29.7366
H -27.5314 -7.7123 29.5647
H -26.7674 -8.2292 31.1505
H -25.3677 -7.4306 28.8247
C -21.1622 -8.1848 32.2663
C -21.2310 -8.4494 30.7788
O -22.6522 -8.4105 30.3264
H -21.5185 -7.1940 32.5420
H -20.0940 -8.1926 32.5026
H -21.6604 -8.9660 32.8340
H -20.7978 -9.4153 30.5394
H -20.7136 -7.6963 30.1889
H -22.7384 -7.4882 30.0564
C -27.5241 -10.8740 32.9678
C -26.1873 -11.3073 32.3881
O -25.9815 -10.7343 31.0383
H -27.6061 -11.0939 34.0284
H -28.3290 -11.3980 32.4437
H -27.6330 -9.7974 32.8266
H -26.2338 -12.3890 32.2744
H -25.3816 -11.0306 33.0584
H -26.8320 -10.9450 30.6288
C -25.8127 -10.7175 25.9546
C -26.3690 -10.2478 27.2915
O -25.5622 -10.7648 28.4264
H -25.7707 -11.8047 25.9536
H -24.8141 -10.2933 25.8447
H -26.4199 -10.3056 25.1517
H -27.3881 -10.6355 27.3557
H -26.4176 -9.1664 27.3527
H -25.8309 -11.6942 28.3962
*
```

Calculated values
E_tot	-109288.326	eV
relative energy (zero: lowest compared OMol25 entry of this formula, charge and spin)	0.0	kJ/mol
E_HOMO	-0.4730	Ha
HOMO-LUMO gap	8.06	eV

Results of the natural (NBO) charge analysis, in e, for atoms 1 through 2: number 1, Zr, carries 2.51; number 2, Cl, carries 2.57


Record 2
Below is an isolated molecule of C4H6O2, with properties calculated with wB97M-V/def2-TZVPD.

```
! wB97M-V def2-TZVPD RIJCOSX def2/J DEFGRID3
* xyz 0 1
O 2.2004 0.2627 1.3072
C 2.1810 0.0149 0.1317
O 1.0819 -0.1605 -0.6198
C -0.1110 -0.3537 0.1188
C -1.3787 -0.4154 -0.6548
C -1.1132 0.7374 0.2870
H 3.0730 -0.1465 -0.4894
H 0.0400 -1.0426 0.9427
H -1.3318 -0.1984 -1.7179
H -2.0955 -1.1819 -0.3758
H -0.9017 1.7020 -0.1636
H -1.6444 0.7819 1.2339
*
```

Calculated values
E_tot	-8339.151	eV
relative energy (zero: lowest compared OMol25 entry of this formula, charge and spin)	126.4	kJ/mol
E_HOMO	-0.3855	Ha
HOMO-LUMO gap	11.58	eV

Results of the natural (NBO) charge analysis, in e, for atoms 1 through 2: number 1, O, carries -0.57; number 2, C, carries 0.65


Record 3
Below is a structure of composition C25H28N6O2PtS3, with properties calculated with wB97M-V/def2-TZVPD.

```
! wB97M-V def2-TZVPD RIJCOSX def2/J DEFGRID3
* xyz 2 1
Pt -0.0858 -0.4774 -0.5257
C -1.0544 -2.7205 3.0314
C -1.0994 -2.1835 1.6348
N -0.2573 -1.2445 1.3154
N 0.7603 -0.9503 2.2282
C 1.9076 -0.8749 1.6544
S 2.1022 -0.9761 -0.0900
S 3.2938 -0.8970 2.7027
C 4.5014 0.1926 1.8784
C 4.1700 1.6510 2.0201
C 3.7948 2.4057 0.9155
C 3.5014 3.7591 1.0526
C 3.5790 4.3660 2.2986
C 3.9544 3.6149 3.4096
C 4.2469 2.2674 3.2693
C -1.9746 -2.7837 0.6411
C -3.1634 -3.4219 1.0370
C -3.9158 -4.1500 0.1473
C -3.4619 -4.2974 -1.1648
C -2.3060 -3.6731 -1.5872
C -1.5607 -2.8872 -0.7040
O -0.4444 -2.3150 -1.1775
H -0.0536 -3.0960 3.2435
H -1.7666 -3.5252 3.1684
H -1.2438 -1.9222 3.7503
H 4.6463 -0.1066 0.8430
H 5.4191 -0.0538 2.4157
H 3.7467 1.9381 -0.0610
H 3.2299 4.3425 0.1822
H 3.3686 5.4221 2.4033
H 4.0404 4.0866 4.3796
H 4.5518 1.6910 4.1351
H -3.4971 -3.3340 2.0625
H -4.8297 -4.6287 0.4686
H -4.0226 -4.9059 -1.8630
H -1.9443 -3.7852 -2.6010
C -4.3492 -0.5083 -1.4348
C -3.0106 0.1502 -1.4917
O -2.1930 -0.0247 -0.5490
N -2.7205 0.9132 -2.5358
C -1.5174 1.7333 -2.6370
C -0.3615 0.9836 -3.2501
C 0.0375 1.2639 -4.5435
C 1.0074 0.4848 -5.1562
C 1.5270 -0.5932 -4.4633
C 1.1054 -0.8153 -3.1686
N 0.2104 -0.0198 -2.5550
H -4.6141 -0.6847 -0.3956
H -4.2684 -1.4825 -1.9217
H -5.1218 0.0767 -1.9298
H -3.4145 0.9891 -3.2643
H -1.2746 2.1154 -1.6480
H -1.7596 2.5839 -3.2695
H -0.4271 2.0842 -5.0732
H 1.3311 0.7049 -6.1645
H 2.2540 -1.2586 -4.9058
H 1.4702 -1.6578 -2.5992
N 0.6686 2.5605 2.5622
C -0.1265 1.9630 1.7033
N -1.3636 1.6186 2.0234
S 0.4819 1.7310 0.0893
H 0.3574 2.8372 3.4817
H 1.6343 2.7516 2.3120
H -1.7206 1.7180 2.9614
H -1.9755 1.2553 1.3086
*
```

Calculated values
E_tot	-75156.086	eV
relative energy (zero: lowest compared OMol25 entry of this formula, charge and spin)	6.3	kJ/mol
E_HOMO	-0.4990	Ha
HOMO-LUMO gap	7.05	eV

Results of the natural (NBO) charge analysis, in e, for atoms 1 through 2: number 1, Pt, carries 1.23; number 2, C, carries -0.68


Record 4
Below is a structure of composition C6H8CeLiO6, with properties calculated with wB97M-V/def2-TZVPD.

```
! wB97M-V def2-TZVPD RIJCOSX def2/J DEFGRID3
* xyz 2 2
O -1.3390 1.5780 0.5516
C -0.5771 -1.4218 0.4768
C -2.3041 1.1644 -0.3685
O -0.9104 -1.2223 1.6468
O -1.3472 -1.0688 -0.5476
C -2.5570 -0.3327 -0.2893
H -2.0099 1.4123 -1.4041
H -3.2691 1.6691 -0.1845
H -3.2652 -0.6423 -1.0662
H -2.9560 -0.6010 0.6981
Li -1.0443 0.6427 2.1675
O 2.4450 0.7741 0.2719
C 1.7992 0.4281 1.4406
C 2.9215 -0.3116 -0.5404
O 1.1431 1.3489 1.9554
O 0.9288 -1.0983 0.2068
C 1.7139 -1.1346 -0.9837
H 3.5742 -0.9017 0.1134
H 3.4474 0.1034 -1.4060
H 1.9653 -2.1849 -1.1567
H 1.1531 -0.7526 -1.8404
Ce 0.4876 2.5514 0.2584
*
```

Calculated values
E_tot	-31752.483	eV
relative energy (zero: lowest compared OMol25 entry of this formula, charge and spin)	355.5	kJ/mol
E_HOMO (spin up / spin down)	-0.5420 / -0.5425	Ha
HOMO-LUMO gap (spin up / spin down)	6.07 / 6.12	eV
<S²>	0.752

Results of the Mulliken charge analysis, in e, for atoms 1 through 2: number 1, O, carries -0.60; number 2, C, carries 0.71